# C41H83F5N5O9S

A cluster of 4 separate species, C41H83F5N5O9S in total (ωB97M-V with the def2-TZVPD basis set, OMol25).

Each atom is followed by the atoms it is bonded to, with distances in Å.
CARTESIAN COORDINATES (ANGSTROEM)
1 C 4.7659 -2.8602 2.0904  C2 1.538, H41 1.095, H42 1.098, H43 1.093
2 C 4.8240 -2.2570 0.6764  C1 1.538, O3 1.413, H44 1.097, H45 1.105
3 O 3.8108 -1.4478 0.1161  C2 1.413, N4 1.405
4 N 3.1402 -0.3757 0.7290  O3 1.405, C5 1.510, C7 1.547, C28 1.554
5 C 4.2864 0.5804 0.9602  N4 1.510, C6 1.539, H46 1.096, H47 1.095
6 C 5.1974 0.9167 -0.2333  C5 1.539, H48 1.094, H49 1.093, H50 1.096
7 C 2.1988 -0.0868 -0.4643  N4 1.547, C8 1.551, N9 1.446, O16 1.439
8 C 1.8043 -1.3072 -1.3358  C7 1.551, H51 1.089, H52 1.095, H53 1.096
9 N 2.3531 1.0540 -1.3401  C7 1.446, C10 1.426, C13 1.448
10 C 3.0564 1.0055 -2.5800  N9 1.426, O11 1.161, F12 1.342
11 O 2.8413 0.4185 -3.5587  C10 1.161
12 F 4.0320 1.9162 -2.7201  C10 1.342
13 C 1.1362 1.7778 -1.6441  N9 1.448, O14 1.157, F15 1.319
14 O 0.2534 1.4020 -2.2907  C13 1.157
15 F 1.0853 3.0256 -1.2192  C13 1.319
16 O 0.9345 0.1607 0.1760  C7 1.439, C17 1.465
17 C 1.1302 0.4321 1.6027  O16 1.465, C18 1.552, C24 1.557, C28 1.587
18 C -0.3048 0.2872 2.1751  C17 1.552, C19 1.565, H54 1.098, H55 1.098
19 C -1.4540 0.4563 1.1269  C18 1.565, C20 1.555, H56 1.095, H57 1.092
20 C -2.7113 0.8181 1.9673  C19 1.555, C21 1.552, H58 1.104, H59 1.097
21 C -4.0004 0.9636 1.1147  C20 1.552, O22 1.416, H60 1.102, H61 1.098
22 O -3.9021 0.4146 -0.1873  C21 1.416, C23 1.438
23 C -4.3937 -0.9356 -0.1422  O22 1.438, H62 1.100, H63 1.099, H64 1.092
24 C 1.3885 1.9667 1.5498  C17 1.557, S25 1.789, H65 1.096, H66 1.099
25 S 1.5438 2.9501 3.0357  C24 1.789, O26 1.448, O27 1.428, H67 1.366
26 O 2.9602 2.9964 3.3316  S25 1.448
27 O 1.0312 4.2615 2.7978  S25 1.428
28 C 2.2521 -0.6252 1.9792  N4 1.554, C17 1.587, C29 1.565, C37 1.518
29 C 1.5552 -2.0175 1.8215  C28 1.565, C30 1.538, H68 1.095, H69 1.097
30 C 1.2689 -2.9138 3.0384  C29 1.538, O31 1.446, H70 1.090, H71 1.102
31 O -0.1597 -2.9979 3.2473  C30 1.446, C32 1.408
32 C -0.7520 -4.0201 2.4817  O31 1.408, C33 1.532, H72 1.102, H73 1.099
33 C -2.2146 -4.1040 2.9303  C32 1.532, F34 1.323, F35 1.339, F36 1.324
34 F -2.3026 -4.6832 4.1164  C33 1.323
35 F -2.8892 -4.8958 2.0871  C33 1.339
36 F -2.8049 -2.9184 2.9223  C33 1.324
37 C 2.9686 -0.5702 3.3161  C28 1.518, C38 1.582, H74 1.089, H75 1.101
38 C 2.2071 0.0826 4.5393  C37 1.582, C39 1.542, O40 1.393, H76 1.085
39 C 0.8047 -0.4460 4.9033  C38 1.542, O40 1.524, H77 1.092, H78 1.085
40 O 2.0921 -0.7203 5.6719  C38 1.393, C39 1.524
41 H 5.0291 -2.0891 2.8223  C1 1.095
42 H 5.5899 -3.5842 2.1433  C1 1.098
43 H 3.8602 -3.4155 2.3457  C1 1.093
44 H 4.9708 -3.1041 -0.0050  C2 1.097
45 H 5.8026 -1.7460 0.6211  C2 1.105
46 H 3.9681 1.5158 1.4344  C5 1.096
47 H 4.9651 0.1691 1.7143  C5 1.095
48 H 4.9833 1.9402 -0.5541  C6 1.094
49 H 5.1609 0.2465 -1.0957  C6 1.093
50 H 6.2466 0.9494 0.0821  C6 1.096
51 H 1.4956 -2.1898 -0.7785  C8 1.089
52 H 0.9717 -1.0277 -1.9898  C8 1.095
53 H 2.6005 -1.6197 -2.0207  C8 1.096
54 H -0.5290 1.0147 2.9659  C18 1.098
55 H -0.5039 -0.6849 2.6451  C18 1.098
56 H -1.2807 1.2804 0.4273  C19 1.095
57 H -1.6300 -0.5005 0.6303  C19 1.092
58 H -2.8525 -0.0281 2.6620  C20 1.104
59 H -2.5162 1.6957 2.5959  C20 1.097
60 H -4.8043 0.4394 1.6556  C21 1.102
61 H -4.3069 2.0176 1.1203  C21 1.098
62 H -3.9615 -1.4648 0.7204  C23 1.100
63 H -5.4861 -0.9079 -0.0212  C23 1.099
64 H -4.1274 -1.4041 -1.0923  C23 1.092
65 H 2.1916 2.3000 0.8832  C24 1.096
66 H 0.4992 2.3798 1.0525  C24 1.099
67 H 0.8352 2.3625 4.0455  S25 1.366
68 H 0.6010 -1.9350 1.2899  C29 1.095
69 H 2.1115 -2.6719 1.1390  C29 1.097
70 H 1.7066 -2.6901 4.0117  C30 1.090
71 H 1.5586 -3.9578 2.8352  C30 1.102
72 H -0.7749 -3.7432 1.4151  C32 1.102
73 H -0.3280 -5.0186 2.6569  C32 1.099
74 H 3.3487 -1.5013 3.7331  C37 1.089
75 H 3.8281 0.1119 3.4047  C37 1.101
76 H 2.3956 1.1343 4.7250  C38 1.085
77 H 0.1803 0.2539 5.4636  C39 1.092
78 H 0.5293 -1.4878 5.0271  C39 1.085
79 C 4.2008 5.3133 -4.7903  C80 1.522, H86 1.091, H87 1.091, H88 1.093
80 C 3.1045 5.6323 -5.7972  C79 1.522, N81 1.452, H89 1.093, H90 1.101
81 N 2.8509 4.5495 -6.7306  C80 1.452, C82 1.455, C84 1.451
82 C 2.0403 4.9456 -7.8720  N81 1.455, C83 1.532, H91 1.094, H92 1.095
83 C 0.6016 5.3994 -7.6066  C82 1.532, H93 1.089, H94 1.092, H95 1.091
84 C 2.5172 3.2691 -6.1350  N81 1.451, C85 1.532, H96 1.095, H97 1.093
85 C 1.3114 3.2148 -5.1915  C84 1.532, H98 1.091, H99 1.093, H100 1.089
86 H 5.1142 4.9923 -5.2934  C79 1.091
87 H 4.4341 6.2036 -4.2039  C79 1.091
88 H 3.8975 4.5324 -4.0888  C79 1.093
89 H 3.4312 6.5055 -6.3681  C80 1.093
90 H 2.1960 5.9346 -5.2546  C80 1.101
91 H 2.0246 4.1277 -8.5980  C82 1.094
92 H 2.5627 5.7613 -8.3823  C82 1.095
93 H -0.0493 4.5623 -7.3566  C83 1.089
94 H 0.1924 5.8621 -8.5071  C83 1.092
95 H 0.5424 6.1397 -6.8073  C83 1.091
96 H 3.3930 2.9121 -5.5831  C84 1.095
97 H 2.3816 2.5292 -6.9279  C84 1.093
98 H 1.3115 4.0298 -4.4660  C85 1.091
99 H 1.3296 2.2831 -4.6197  C85 1.093
100 H 0.3691 3.2375 -5.7359  C85 1.089
101 C -2.3823 7.9314 0.9459  C102 1.522, H108 1.091, H109 1.091, H110 1.091
102 C -1.4500 7.1980 -0.0073  C101 1.522, N103 1.453, H111 1.094, H112 1.100
103 N -2.0827 6.0754 -0.6789  C102 1.453, C104 1.452, C106 1.455
104 C -1.1396 5.1935 -1.3422  N103 1.452, C105 1.532, H113 1.095, H114 1.096
105 C -0.3233 5.7651 -2.5058  C104 1.532, H115 1.089, H116 1.092, H117 1.091
106 C -3.2922 6.3818 -1.4277  N103 1.455, C107 1.532, H118 1.094, H119 1.093
107 C -3.2047 7.4418 -2.5305  C106 1.532, H120 1.091, H121 1.092, H122 1.089
108 H -2.8382 7.2409 1.6574  C101 1.091
109 H -1.8206 8.6759 1.5118  C101 1.091
110 H -3.1771 8.4587 0.4160  C101 1.091
111 H -0.6144 6.8140 0.5859  C102 1.094
112 H -1.0236 7.9200 -0.7186  C102 1.100
113 H -1.6671 4.2977 -1.6873  C104 1.095
114 H -0.4371 4.8298 -0.5841  C104 1.096
115 H -0.9282 5.8925 -3.4025  C105 1.089
116 H 0.4823 5.0741 -2.7617  C105 1.092
117 H 0.1383 6.7212 -2.2557  C105 1.091
118 H -4.0590 6.6996 -0.7157  C106 1.094
119 H -3.6884 5.4567 -1.8554  C106 1.093
120 H -2.6766 8.3393 -2.2049  C107 1.091
121 H -4.2117 7.7490 -2.8211  C107 1.092
122 H -2.7193 7.0601 -3.4277  C107 1.089
123 C -4.7338 -8.8274 0.1208  C124 1.522, H130 1.091, H131 1.091, H132 1.092
124 C -4.8778 -9.7064 1.3551  C123 1.522, N125 1.452, H133 1.093, H134 1.100
125 N -3.6046 -10.0745 1.9488  C124 1.452, C126 1.455, C128 1.452
126 C -3.7087 -11.1480 2.9250  N125 1.455, C127 1.532, H135 1.094, H136 1.095
127 C -4.5187 -10.8847 4.1979  C126 1.532, H137 1.089, H138 1.092, H139 1.091
128 C -2.7366 -8.9710 2.3173  N125 1.452, C129 1.533, H140 1.095, H141 1.094
129 C -3.2824 -7.9181 3.2883  C128 1.533, H142 1.091, H143 1.089, H144 1.089
130 H -4.0650 -9.2846 -0.6103  C123 1.091
131 H -5.7077 -8.6921 -0.3520  C123 1.091
132 H -4.3523 -7.8345 0.3679  C123 1.092
133 H -5.3867 -10.6228 1.0442  C124 1.093
134 H -5.5429 -9.2077 2.0751  C124 1.100
135 H -2.7022 -11.4705 3.2074  C126 1.094
136 H -4.1475 -12.0143 2.4193  C126 1.095
137 H -3.9909 -10.2264 4.8869  C127 1.089
138 H -4.6880 -11.8262 4.7247  C127 1.092
139 H -5.4976 -10.4540 3.9832  C127 1.091
140 H -2.4357 -8.4563 1.3986  C128 1.095
141 H -1.8022 -9.3734 2.7190  C128 1.094
142 H -4.2872 -7.5860 3.0228  C129 1.091
143 H -2.6392 -7.0393 3.2699  C129 1.089
144 H -3.2961 -8.2785 4.3160  C129 1.089

Calculated values
Orbital gap = 0.2408 Eh
2S+1 = 1
Net charge = +1

Atomic partial charges in e from the Mulliken method, atoms 1 to 4:
1. C -0.94
2. C -0.38
3. O -0.51
4. N 1.44

# C4H7NO

An isolated molecule of C4H7NO (ωB97M-V with the def2-TZVPD basis set, OMol25).

Each atom is followed by the atoms it is bonded to, with distances in Å.
CARTESIAN COORDINATES (ANGSTROEM)
1 O -1.3262 -1.4978 -0.0884  C2 1.398, H7 0.974
2 C -1.0761 -0.1274 -0.2087  O1 1.398, C3 1.555, C6 1.529, H8 1.100
3 C -0.4084 0.6022 0.9916  C2 1.555, C4 1.515, H9 1.090, H10 1.092
4 C 0.8977 0.6804 0.2278  C3 1.515, N5 1.437, C6 1.526, H11 1.090
5 N 1.2697 -0.6520 -0.1606  C4 1.437, C6 1.565, H12 1.031
6 C 0.2034 0.1185 -1.0090  C2 1.529, C4 1.526, N5 1.565, H13 1.090
7 H -0.4289 -1.8757 -0.0633  O1 0.974
8 H -2.0204 0.3546 -0.5031  C2 1.100
9 H -0.4425 0.0308 1.9191  C3 1.090
10 H -0.7811 1.6201 1.1215  C3 1.092
11 H 1.6658 1.4280 0.4252  C4 1.090
12 H 2.2057 -0.5545 -0.5816  N5 1.031
13 H 0.2412 -0.1271 -2.0706  C6 1.090

Calculated values
Orbital gap = 0.3764 Eh
2S+1 = 1
SMILES = O[C@H]1C[C@H]2N[C@@H]12
Energy above the lowest of the compared OMol25 structures with the same formula, charge and spin = 3.182 eV

Atomic partial charges in e from the Mulliken method, atoms 1 to 4:
1. O -0.55
2. C -0.07
3. C -0.65
4. C -0.04

# C21H24F3OSi

A cluster of 2 separate species, C21H24F3OSi in total (ωB97M-V with the def2-TZVPD basis set, OMol25).

Each atom is followed by the atoms it is bonded to, with distances in Å.
CARTESIAN COORDINATES (ANGSTROEM)
1 C -0.1216 2.5671 -4.0643  Si2 1.875, H10 1.097, H11 1.093, H12 1.094
2 Si 0.4886 0.8032 -3.8898  C1 1.875, C3 1.868, C4 1.868, O5 1.745
3 C -0.8413 -0.4117 -4.3859  Si2 1.868, H13 1.100, H14 1.097, H15 1.098
4 C 2.1290 0.5323 -4.7409  Si2 1.868, H16 1.096, H17 1.095, H18 1.095
5 O 0.8432 0.5690 -2.1970  Si2 1.745, C6 1.330
6 C 0.7514 -0.5711 -1.5191  O5 1.330, C7 1.403, H19 1.109
7 C 0.9990 -0.5829 -0.1380  C6 1.403, C8 1.438, H20 1.097
8 C 1.7915 -1.7011 0.2969  C7 1.438, C9 1.349, H21 1.110
9 C 2.5484 -1.6739 1.4132  C8 1.349, H22 1.101, H23 1.096
10 H -0.2987 2.7861 -5.1242  C1 1.097
11 H -1.0544 2.7573 -3.5264  C1 1.093
12 H 0.6310 3.2730 -3.7009  C1 1.094
13 H -0.9745 -0.3411 -5.4752  C3 1.100
14 H -0.5648 -1.4466 -4.1509  C3 1.097
15 H -1.8142 -0.2065 -3.9210  C3 1.098
16 H 1.9807 0.6240 -5.8230  C4 1.096
17 H 2.8623 1.2844 -4.4309  C4 1.095
18 H 2.5555 -0.4552 -4.5356  C4 1.095
19 H 0.6707 -1.4877 -2.1375  C6 1.109
20 H 1.1401 0.3876 0.3541  C7 1.097
21 H 1.8308 -2.5682 -0.3952  C8 1.110
22 H 3.0433 -2.5889 1.7749  C9 1.101
23 H 2.7475 -0.7397 1.9506  C9 1.096
24 F 2.1303 -0.5007 6.4442  C25 1.376
25 C 1.1804 -1.4691 6.2133  F24 1.376, F26 1.373, F27 1.370, C28 1.501
26 F 1.8466 -2.6674 6.2785  C25 1.373
27 F 0.3245 -1.4261 7.2822  C25 1.370
28 C 0.4672 -1.2705 4.9080  C25 1.501, C29 1.391, C40 1.394
29 C 0.1715 -2.3615 4.0972  C28 1.391, C30 1.376, H41 1.089
30 C -0.3731 -2.1571 2.8503  C29 1.376, C31 1.423, H42 1.096
31 C -0.5723 -0.8451 2.3374  C30 1.423, C32 1.455, C39 1.422
32 C -0.7913 -0.6955 0.9064  C31 1.455, C33 1.465, H43 1.101
33 C -1.5220 0.4338 0.3263  C32 1.465, C34 1.414, C38 1.412
34 C -2.4878 0.1853 -0.6758  C33 1.414, C35 1.393, H44 1.102
35 C -2.9939 1.2316 -1.4432  C34 1.393, C36 1.404, H45 1.094
36 C -2.6023 2.5498 -1.1618  C35 1.404, C37 1.393, H46 1.087
37 C -1.6957 2.8150 -0.1379  C36 1.393, C38 1.399, H47 1.087
38 C -1.1521 1.7661 0.6108  C33 1.412, C37 1.399, H48 1.086
39 C -0.5049 0.2147 3.2834  C31 1.422, C40 1.384, H49 1.089
40 C 0.1083 0.0160 4.5077  C28 1.394, C39 1.384, H50 1.082
41 H 0.4083 -3.3710 4.4288  C29 1.089
42 H -0.5746 -3.0188 2.2032  C30 1.096
43 H -0.8692 -1.6410 0.3483  C32 1.101
44 H -2.8199 -0.8473 -0.8691  C34 1.102
45 H -3.6882 1.0213 -2.2617  C35 1.094
46 H -2.9798 3.3688 -1.7696  C36 1.087
47 H -1.3740 3.8283 0.0875  C37 1.087
48 H -0.4120 1.9635 1.3810  C38 1.086
49 H -0.8883 1.2054 3.0440  C39 1.089
50 H 0.3206 0.8625 5.1467  C40 1.082

Calculated values
Orbital gap = 0.2393 Eh
2S+1 = 1
Net charge = +1
Energy above the lowest of the compared OMol25 structures with the same formula, charge and spin = 1.085 eV

Atomic partial charges in e from the Mulliken method, atoms 1 to 4:
1. C -0.81
2. Si 0.30
3. C -0.97
4. C -1.05

Number 1: HOMO level -9.44 eV, maximum force 5.19 eV/Å. Number 2: HOMO level -9.22 eV, maximum force 1.24 eV/Å. Number 3: HOMO level -11.78 eV, maximum force 3.02 eV/Å.